Model w:
Computed, not measured: a 2-piece molecular cluster, H4N3P overall, with wB97M-V/def2-TZVPD.

Cartesian coordinates (Å):
N  1.974  0.103  0.486
N  2.947  -0.581  0.232
N  2.644  0.222  -0.876
H  1.924  -0.152  -1.529
P  -1.023  -0.191  -0.361
H  0.253  0.565  -0.460
H  -0.437  -1.398  -0.875
H  -0.732  -0.665  0.937

Calculated values
* SMILES string: N1=NN1.P
* orbital gap: 10.3 eV
* HOMO level: -10.241 eV



Model x:
Computed, not measured: one molecule with the formula H4N3P, with wB97M-V/def2-TZVPD.

Cartesian coordinates (Å):
N  0.086  -0.742  0.348
N  0.516  0.856  2.295
N  -1.043  -0.741  -0.323
P  0.886  0.558  0.822
H  -1.746  -1.394  -0.243
H  -1.196  -0.162  -1.105
H  0.553  1.568  -0.144
H  2.303  0.219  0.714

Calculated values
* orbital gap (alpha / beta): 8.2 / 7.6 eV
* HOMO level (alpha / beta): -9.044 / -8.320 eV



Stability, highest: model w